Record 1
The molecule C15H15ClN4O2, computed with ωB97M-V/def2-TZVPD.

## Properties
E   -38377.588 eV
SMILES   O=C(NCCCNC(=O)c1cnccn1)c1cccc(Cl)c1
2S+1   1
Largest force on an atom   0.7 eV/A
Energy relative to the best compared isomer or geometry (same formula, charge and spin)   0.0000 eV
HOMO-LUMO gap   9.41 eV
LUMO level   0.227 eV
Charge   0

The geometry in XYZ format:
```
37
Properties=species:S:1:pos:R:3:forces:R:3
O 0.635 0.317 -1.607 -0.1 -0.2 -0.1
C 0.184 1.288 -1.024 0.0 0.3 -0.1
N 0.930 2.391 -0.783 0.1 0.3 0.1
C 2.326 2.453 -1.139 0.3 0.0 -0.2
C 3.239 2.759 0.053 -0.3 -0.3 0.0
C 2.941 1.885 1.279 0.0 0.3 0.1
N 2.756 0.500 0.940 0.3 0.0 -0.1
C 1.579 -0.131 1.115 0.3 0.1 0.2
O 0.624 0.351 1.697 -0.2 -0.1 0.1
C 1.557 -1.497 0.513 -0.2 -0.6 -0.2
C 0.433 -2.315 0.629 0.2 0.4 0.2
N 0.370 -3.492 0.032 -0.2 -0.2 0.0
C 1.425 -3.867 -0.674 0.1 0.1 0.0
C 2.564 -3.075 -0.759 0.0 -0.1 -0.1
N 2.629 -1.894 -0.169 -0.1 0.2 0.2
C -1.226 1.329 -0.537 -0.5 -0.1 0.1
C -1.899 2.490 -0.170 0.2 -0.1 -0.1
C -3.202 2.419 0.291 -0.1 0.0 0.1
C -3.851 1.201 0.398 0.0 0.0 0.0
C -3.183 0.049 0.013 0.2 0.3 0.0
Cl -3.981 -1.478 0.123 -0.1 -0.2 0.0
C -1.886 0.106 -0.460 0.0 0.1 0.0
H 0.561 3.127 -0.205 -0.1 -0.1 0.0
H 2.567 1.478 -1.570 0.0 0.2 0.0
H 2.477 3.218 -1.910 0.0 -0.2 0.0
H 4.271 2.606 -0.269 0.1 0.1 0.0
H 3.133 3.805 0.347 0.1 0.1 0.0
H 3.757 1.988 2.002 -0.1 0.0 0.0
H 2.010 2.200 1.760 0.2 0.0 0.0
H 3.452 0.014 0.391 -0.1 -0.1 0.0
H -0.420 -2.003 1.215 0.0 0.1 0.0
H 1.354 -4.823 -1.174 0.1 -0.1 -0.1
H 3.442 -3.385 -1.310 0.0 -0.1 -0.1
H -1.433 3.460 -0.259 0.0 0.1 0.0
H -3.721 3.323 0.574 0.0 0.1 0.0
H -4.862 1.144 0.767 -0.1 0.0 0.0
H -1.365 -0.785 -0.774 0.0 -0.1 0.0
```
Positions in Å, forces in eV/Å.


Record 2
A structure of composition C15H15CuO4SSe4, computed with ωB97M-V/def2-TZVPD.

## Properties
E   -340851.766 eV
2S+1   1
Largest force on an atom   1.1 eV/A
Energy relative to the best compared isomer or geometry (same formula, charge and spin)   0.9149 eV
HOMO-LUMO gap   5.29 eV
LUMO level   4.525 eV
Charge   -2

The geometry in XYZ format:
```
40
Properties=species:S:1:pos:R:3:forces:R:3
Cu -0.139 0.291 -0.249 0.3 0.6 -0.5
Se 1.689 2.271 0.271 -0.2 -0.3 0.1
Se 2.553 2.441 -1.886 0.1 -0.1 -0.1
Se 0.690 2.055 -3.254 0.0 0.1 0.0
Se -0.040 -0.082 -2.677 0.1 -0.1 0.3
C 4.952 -2.548 -3.713 0.0 0.0 0.1
C 4.032 -2.339 -2.535 0.0 0.0 0.0
C 2.955 -3.184 -2.304 0.0 0.0 0.0
C 2.066 -2.942 -1.262 0.0 -0.1 -0.1
C 2.273 -1.857 -0.435 0.0 0.0 0.0
C 3.350 -1.001 -0.635 0.0 0.1 0.0
C 4.220 -1.250 -1.685 -0.1 0.0 0.0
S 1.050 -1.573 0.861 -0.1 -0.6 -0.4
C 2.220 -1.947 2.192 -0.1 0.2 0.2
O 0.121 -2.746 0.817 0.4 0.2 0.2
H 4.658 -3.425 -4.293 0.0 0.0 0.0
H 5.989 -2.684 -3.393 0.0 0.0 0.0
H 4.923 -1.680 -4.376 0.0 0.0 0.0
H 2.778 -4.024 -2.972 0.0 0.1 0.0
H 1.196 -3.569 -1.097 0.1 0.1 0.0
H 3.466 -0.108 -0.025 -0.1 -0.1 -0.1
H 5.032 -0.554 -1.874 -0.1 0.0 0.0
H 2.703 -2.887 1.931 0.0 0.0 0.1
H 1.626 -2.035 3.106 0.1 0.1 -0.1
H 2.941 -1.126 2.278 -0.1 -0.2 0.0
O -3.412 -0.467 4.551 0.0 0.1 -0.2
C -2.137 0.001 4.388 0.2 -0.1 0.0
C -1.308 0.073 5.512 0.0 0.1 -0.1
C -0.001 0.528 5.416 0.0 0.0 0.0
C 0.491 0.915 4.180 0.0 0.0 -0.1
C -0.338 0.825 3.065 0.0 0.1 0.2
C -1.653 0.368 3.122 0.1 0.0 0.1
C -2.490 0.292 1.827 -0.1 -0.2 -0.3
O -3.720 0.298 1.958 0.4 0.1 -0.1
O -1.838 0.219 0.735 -0.6 0.1 0.9
H -3.519 -0.647 5.486 -0.1 -0.1 0.2
H -1.707 -0.233 6.476 0.0 0.0 0.0
H 0.621 0.572 6.304 0.0 0.0 0.0
H 1.502 1.294 4.072 -0.1 0.0 0.0
H 0.038 1.142 2.105 0.0 0.0 -0.2
```
Positions in Å, forces in eV/Å.


Record 3
A structure of composition C15H15HfN2O5, computed with ωB97M-V/def2-TZVPD.

## Properties
E   -30298.990 eV
2S+1   1
Largest force on an atom   1.0 eV/A
Energy relative to the best compared isomer or geometry (same formula, charge and spin)   0.3352 eV
HOMO-LUMO gap   8.32 eV
LUMO level   -11.519 eV
Charge   +3

The geometry in XYZ format:
```
38
Properties=species:S:1:pos:R:3:forces:R:3
Hf -0.115 0.255 -0.079 -0.5 0.6 -0.6
O -0.891 2.871 3.235 -0.1 -0.3 -0.1
C -0.441 2.249 2.214 0.0 0.2 0.2
O -0.927 1.179 1.758 0.3 -0.2 0.0
C 0.700 2.851 1.492 0.1 -0.1 -0.1
C 1.332 4.045 1.747 0.0 0.0 0.0
C 2.324 4.462 0.845 0.0 0.0 0.0
C 2.606 3.705 -0.286 0.0 0.0 0.1
C 1.899 2.526 -0.470 0.0 0.2 0.0
N 1.003 2.097 0.417 0.1 0.2 0.0
C 1.976 1.630 -1.679 -0.3 -0.3 0.1
O 2.843 1.569 -2.465 0.0 0.1 -0.2
O 0.844 0.800 -1.664 0.6 0.0 0.2
H -1.657 2.424 3.654 0.0 0.1 0.0
H 1.061 4.645 2.607 0.0 0.0 0.0
H 2.845 5.395 1.020 0.0 0.0 0.0
H 3.337 4.018 -1.021 0.0 0.0 0.0
O -1.987 0.484 -1.029 0.1 -0.4 0.0
C -2.639 -0.886 -1.172 0.1 0.1 -0.1
C -2.759 -1.518 0.196 -0.1 -0.2 0.0
C -1.472 -1.984 0.945 0.0 0.1 0.0
C -0.409 -2.654 0.103 -0.2 0.0 -0.1
C -0.371 -4.003 -0.154 0.1 0.0 0.0
C 0.633 -4.494 -0.987 0.0 -0.1 0.0
C 1.557 -3.624 -1.557 0.0 0.0 0.0
C 1.459 -2.280 -1.284 0.0 0.0 0.1
N 0.493 -1.801 -0.460 -0.1 0.0 0.3
H -2.169 1.052 -1.801 0.0 -0.1 0.1
H -2.016 -1.444 -1.873 0.0 0.0 0.0
H -3.612 -0.713 -1.626 0.0 0.1 0.1
H -3.375 -2.406 0.028 0.0 0.0 0.0
H -3.344 -0.869 0.849 0.0 0.0 0.0
H -1.783 -2.644 1.756 0.0 -0.1 -0.1
H -1.014 -1.179 1.559 -0.1 0.0 0.0
H -1.093 -4.669 0.300 0.0 0.0 0.0
H 0.693 -5.556 -1.191 0.0 0.0 0.0
H 2.340 -3.982 -2.211 0.0 0.0 0.0
H 2.130 -1.551 -1.718 0.0 0.0 0.0
```
Positions in Å, forces in eV/Å.


Record 4
A structure of composition C15H15InN3P, computed with ωB97M-V/def2-TZVPD.

## Properties
E   -34725.826 eV
2S+1   1
Largest force on an atom   3.1 eV/A
Energy relative to the best compared isomer or geometry (same formula, charge and spin)   0.0987 eV
HOMO-LUMO gap   4.21 eV
LUMO level   -1.217 eV
Charge   0

The geometry in XYZ format:
```
35
Properties=species:S:1:pos:R:3:forces:R:3
C 4.654 -2.375 1.026 -0.9 0.6 0.0
C 3.921 -2.193 2.255 -0.1 0.2 -0.9
C 2.805 -3.073 2.240 0.4 0.4 -1.0
C 2.817 -3.773 0.997 0.3 0.8 0.2
C 3.949 -3.325 0.245 -0.2 0.2 0.4
In 2.403 1.196 0.646 0.1 -0.3 1.7
P 3.738 0.795 -1.525 0.1 -0.9 -0.5
H 5.495 -1.739 0.702 -0.2 -0.6 0.2
H 4.138 -1.406 2.973 0.1 -0.4 0.2
H 2.010 -3.052 2.972 0.0 -0.3 0.1
H 4.208 -3.609 -0.775 0.0 -0.2 0.3
H 2.036 -4.445 0.644 0.3 0.0 0.1
H 3.932 -0.329 -2.456 0.0 1.4 0.5
H 5.026 1.358 -1.227 -0.7 -0.1 -0.8
H 2.859 1.818 -2.097 1.3 -0.7 -0.4
N -7.378 3.481 0.528 2.7 -1.1 -0.4
C -6.304 3.032 0.373 -2.8 1.2 0.5
C -5.018 2.438 0.163 0.8 -0.3 -0.3
C -4.052 2.386 1.192 0.0 -0.3 -0.7
C -2.828 1.757 0.962 -0.3 -0.2 -0.7
C -2.568 1.180 -0.304 -1.3 0.7 0.3
C -3.521 1.257 -1.342 0.3 0.0 0.7
C -4.741 1.890 -1.108 0.3 0.0 0.4
N -1.341 0.537 -0.531 1.3 -0.8 -0.1
C -0.862 0.013 -1.740 0.1 0.0 0.7
C 0.369 -0.525 -1.473 -0.4 0.6 0.2
N 0.708 -0.284 -0.154 -1.7 0.2 0.6
C -0.370 0.304 0.405 0.4 -0.8 -1.6
H -4.267 2.831 2.158 0.0 -0.1 -0.1
H -2.075 1.693 1.751 -0.4 0.2 -0.2
H -3.291 0.793 -2.301 -0.3 0.3 0.3
H -5.490 1.957 -1.896 0.2 0.0 0.2
H -1.436 0.083 -2.645 0.1 -0.1 0.0
H 1.012 -1.108 -2.116 0.0 0.3 0.0
H -0.539 0.437 1.458 0.3 0.3 0.0
```
Positions in Å, forces in eV/Å.